The following is a quantum chemistry calculation of C14H12Cl5O2PV as an isolated structure in a non-equilibrium geometry, from the OMol25 dataset.

Structure (XYZ):
```
35
Properties=species:S:1:pos:R:3:forces:R:3
H 2.130500 -1.169300 -2.555200 -0.1 0.2 0.1
C 2.540100 0.000000 1.191700 0.6 0.0 1.0
C -2.764100 0.126200 -2.783900 0.2 -0.4 0.1
H -0.476800 1.239900 -4.495200 0.1 -0.1 0.1
H -4.894500 0.297800 -3.068300 0.1 0.0 0.0
C 1.802100 0.000000 2.406500 0.4 0.0 1.3
C 0.166200 0.399000 -4.219400 0.1 0.5 -0.2
V 0.000000 0.000000 0.000000 0.1 4.2 -1.3
P 0.000000 0.000000 -2.432500 -0.2 -1.0 -0.4
H -1.020300 1.424900 0.000000 0.1 -0.1 0.2
O -0.939400 -1.311900 0.000000 -1.2 -2.5 1.2
Cl 1.420100 0.000000 5.121600 0.3 0.0 -0.5
H -2.590600 1.144700 -3.125200 0.1 -0.1 0.1
C 1.095800 -1.465800 -2.356600 0.2 -0.7 -0.4
Cl 0.058100 0.000000 2.268700 0.7 -0.1 1.9
H -1.193800 -2.631300 -1.555200 -0.2 0.2 -0.4
Cl 4.562800 0.000000 5.353000 -0.2 0.0 -0.4
C 4.582900 0.000000 2.618000 -0.5 0.0 -0.5
C -4.344100 -1.635600 -2.299300 0.1 0.2 0.0
Cl 4.976300 0.000000 -0.086300 -0.7 0.0 0.5
C -1.979500 -1.971300 -1.910400 -0.3 -0.7 -0.5
C -4.079400 -0.346200 -2.749300 0.1 -0.1 0.1
H -0.095900 -0.455900 -4.850300 0.0 0.0 0.2
C -1.689300 -0.683000 -2.379200 -1.0 -0.1 -1.2
H 1.073100 -1.920500 -1.361700 -0.1 0.1 -0.3
C 2.403900 0.000000 3.679500 -0.1 0.0 -0.7
C -3.295100 -2.446500 -1.876700 0.3 0.3 -0.2
H -3.497800 -3.450500 -1.512800 0.1 0.1 0.0
H -5.365800 -2.004200 -2.268900 0.1 0.0 0.0
H 1.198200 0.683300 -4.446300 -0.1 0.0 0.1
H 0.820500 -2.226400 -3.093400 -0.1 0.0 0.0
C 3.800000 0.000000 3.780900 0.2 0.0 0.2
Cl 6.326300 0.000000 2.747600 -0.6 0.0 -0.1
C 3.959000 0.000000 1.350500 0.6 0.0 0.3
O 1.946900 0.000000 0.058100 1.1 -0.1 -0.1
```
Positions in Å, forces in eV/Å.

The net charge is -1. As for the LUMO energy (alpha / beta): 2.46 / 2.45 eV. The frontier orbital gap (alpha / beta) is 0.1674 / 0.2642 Ha. Its multiplicity is 3. The expectation value of S² is 2.017.

The following is a quantum chemistry calculation of C14H12ClF5N4O10PdTe as an isolated structure in a non-equilibrium geometry, from the OMol25 dataset.

Structure (XYZ):
```
48
Properties=species:S:1:pos:R:3:forces:R:3
C 0.534571 -0.852822 2.307526 0.5 -0.3 -0.2
H -3.970421 3.872839 -1.384881 0.0 0.0 0.0
N -0.237428 1.844457 -0.519328 0.0 0.0 0.0
C -0.485023 -1.881889 1.830267 -0.1 0.1 0.1
O -1.114581 -0.879221 -0.251549 0.0 0.0 0.0
O -1.038964 -5.177672 4.217340 -0.2 0.2 0.3
C 1.299137 3.779182 -0.260765 0.0 0.0 0.0
H 3.523547 -0.935474 0.778960 0.0 0.0 0.0
N -1.546088 1.648861 -0.764143 0.1 -0.1 -0.1
C 4.315803 -0.209962 0.612563 -0.1 0.0 0.0
Cl 5.253880 -0.798564 -0.801963 0.0 0.0 0.0
Pd 0.879033 0.115850 -0.423089 0.0 0.0 0.0
O 2.852590 1.202272 -0.657547 -0.1 0.0 0.1
F 1.783239 -1.584846 -0.325014 0.0 0.0 0.0
C -0.031409 3.155405 -0.495205 0.0 0.0 0.0
C -1.315424 -1.724325 0.667447 0.0 0.0 0.0
C -2.198158 2.806801 -0.897810 0.0 0.0 0.0
H -3.426156 -4.385489 1.267908 0.0 0.0 0.0
C 3.721044 1.160162 0.307194 0.2 0.1 -0.2
O 4.098512 2.131278 0.944795 -0.1 0.0 0.0
H 1.169315 4.851416 -0.107149 0.0 0.0 0.0
N -3.464348 -2.407633 -0.421304 -0.3 0.0 0.3
H -1.874913 0.681549 -0.788420 0.0 0.0 0.1
H -0.036692 -3.041697 3.529955 0.0 0.0 0.0
C -2.601088 -3.705937 1.413318 0.0 0.0 0.0
H 1.948614 3.609329 -1.117867 0.0 0.0 0.0
C -2.432884 -2.625302 0.583005 0.1 0.0 -0.1
C -1.701585 -3.879379 2.447569 -0.1 0.2 0.1
O 1.020884 -1.015540 3.417100 -0.2 0.1 0.1
F 4.317205 0.931211 -4.055487 0.0 0.0 0.0
H 1.803207 3.344987 0.600666 0.0 0.0 0.0
H -3.933765 2.213697 -1.999119 0.0 0.0 0.0
O -2.783876 -5.788043 3.121335 -0.3 0.2 0.2
F 3.073927 -1.353533 -3.526775 0.0 0.0 0.0
C -1.258885 3.804165 -0.733391 0.0 0.0 0.0
H -1.424255 4.867347 -0.779796 0.0 0.0 0.0
H 4.998315 -0.139646 1.451749 0.0 0.0 0.0
O -3.766041 -1.262169 -0.707668 0.1 0.0 -0.1
O 0.844502 0.163651 1.565039 -0.1 0.1 0.1
O 0.928374 0.103366 -2.426307 -0.1 0.0 0.1
O -4.056826 -3.385392 -0.855714 0.1 0.0 -0.1
Te 2.626633 0.488369 -3.159602 0.1 0.0 0.0
C -3.665550 2.852780 -1.157300 0.0 0.0 0.0
N -1.876623 -4.995018 3.348065 0.6 -0.6 -0.7
H -4.229234 2.510203 -0.287957 0.0 0.0 0.0
F 1.890017 0.449582 -4.883755 0.0 0.0 0.0
F 2.267598 2.393471 -3.289774 0.0 0.0 0.1
C -0.679723 -2.952677 2.666886 0.0 0.0 0.0
```
Positions in Å, forces in eV/Å.

The net charge is -2. As for the LUMO energy (alpha / beta): 4.06 / 3.30 eV. The calculation puts the energy relative to the best compared isomer or geometry (same formula, charge and spin) at 0.00 kcal/mol. The frontier orbital gap (alpha / beta) is 0.2779 / 0.2638 Ha. Its multiplicity is 3. The expectation value of S² is 2.012.

The following is a quantum chemistry calculation of C14H12F5IN2O3TeYb as an isolated structure in a non-equilibrium geometry, from the OMol25 dataset.

Structure (XYZ):
```
39
Properties=species:S:1:pos:R:3:forces:R:3
H 1.399967 4.566796 -1.723860 -0.6 0.1 -0.7
C -0.466953 -1.112225 -3.096291 -0.2 -1.3 -0.1
C 0.341580 0.628161 -1.537491 0.1 -0.5 0.1
H -0.179529 -2.706227 0.134707 -0.6 -0.1 -0.6
C 0.769734 -0.434321 -0.655322 0.2 -0.7 -0.4
C 0.544861 -2.814547 0.904251 0.2 0.0 0.0
C -0.388177 1.273999 -3.709683 -0.3 -0.6 -0.3
N 0.988295 -0.398218 0.611678 0.1 0.0 0.8
C 2.040546 -1.756598 2.387264 0.2 0.0 0.1
C 0.184471 2.931340 -2.209132 -0.5 -0.7 -0.7
H -0.136069 4.681299 -1.118842 -1.0 0.5 0.7
H 0.957322 -1.402819 -1.112314 0.0 0.2 -0.2
C 0.405423 1.954959 -1.195625 -0.1 1.6 -0.1
H 0.430786 -1.685142 -3.342654 -0.1 -0.1 -0.1
C 2.261745 -2.973537 2.992822 0.0 -1.0 -0.3
H 0.182730 -4.940557 1.180398 0.1 0.3 -0.1
F -3.086499 0.109945 3.882564 0.5 1.1 -1.0
H -0.758410 1.009693 -4.699936 0.0 0.3 0.1
H -1.842717 -1.343648 -1.694038 0.0 -0.1 -0.1
Te -2.506417 1.230741 2.471267 -2.9 2.0 2.5
F -1.842877 2.600187 1.253191 -0.5 -1.1 0.7
C 1.699038 -4.168180 2.484401 0.1 1.4 0.9
F -0.977116 2.062424 3.499019 0.0 -0.5 -0.3
F -3.965110 0.810982 1.446574 0.2 0.1 -0.1
C -0.140971 0.288669 -2.817710 0.3 -0.2 0.7
H 0.031760 4.987173 -2.895110 0.2 -0.5 0.4
O 0.632407 2.369313 0.036625 0.8 -0.2 0.9
H -1.152737 -1.172968 -3.945875 0.1 -0.1 0.1
C 1.231865 -1.650760 1.274738 -0.6 -0.5 -0.4
O -1.010873 -1.772885 -1.931730 -0.3 0.1 -0.5
F -3.509222 2.602237 3.308827 1.0 -1.2 -0.9
N -0.196672 2.538219 -3.397126 0.0 1.3 -0.8
O -1.316112 0.066089 1.885122 1.6 -0.1 -0.6
Yb 0.525692 1.465373 1.846125 -0.6 -0.4 -0.4
I 2.947766 -0.027584 3.148223 0.0 0.2 0.1
H 2.868788 -3.057898 3.868216 0.4 0.1 0.3
C 0.332678 4.387859 -2.024922 1.8 0.2 0.7
H 1.948473 -5.081439 3.000353 -0.1 -0.2 -0.1
C 0.750534 -4.065907 1.491295 0.2 0.4 -0.3
```
Positions in Å, forces in eV/Å.

The net charge is +1. As for the LUMO energy (alpha / beta): -4.94 / -4.99 eV. The frontier orbital gap (alpha / beta) is 0.2482 / 0.2464 Ha. Its multiplicity is 2. The expectation value of S² is 0.751.

net charge of number 1 (C14H12Cl5O2PV)?
-1

Among the records above, which one has the lowest multiplicity?
C14H12F5IN2O3TeYb

Copy entry 1 word for word.
The following is a quantum chemistry calculation of C14H12Cl5O2PV as an isolated structure in a non-equilibrium geometry, from the OMol25 dataset.

Structure (XYZ):
```
35
Properties=species:S:1:pos:R:3:forces:R:3
H 2.130500 -1.169300 -2.555200 -0.1 0.2 0.1
C 2.540100 0.000000 1.191700 0.6 0.0 1.0
C -2.764100 0.126200 -2.783900 0.2 -0.4 0.1
H -0.476800 1.239900 -4.495200 0.1 -0.1 0.1
H -4.894500 0.297800 -3.068300 0.1 0.0 0.0
C 1.802100 0.000000 2.406500 0.4 0.0 1.3
C 0.166200 0.399000 -4.219400 0.1 0.5 -0.2
V 0.000000 0.000000 0.000000 0.1 4.2 -1.3
P 0.000000 0.000000 -2.432500 -0.2 -1.0 -0.4
H -1.020300 1.424900 0.000000 0.1 -0.1 0.2
O -0.939400 -1.311900 0.000000 -1.2 -2.5 1.2
Cl 1.420100 0.000000 5.121600 0.3 0.0 -0.5
H -2.590600 1.144700 -3.125200 0.1 -0.1 0.1
C 1.095800 -1.465800 -2.356600 0.2 -0.7 -0.4
Cl 0.058100 0.000000 2.268700 0.7 -0.1 1.9
H -1.193800 -2.631300 -1.555200 -0.2 0.2 -0.4
Cl 4.562800 0.000000 5.353000 -0.2 0.0 -0.4
C 4.582900 0.000000 2.618000 -0.5 0.0 -0.5
C -4.344100 -1.635600 -2.299300 0.1 0.2 0.0
Cl 4.976300 0.000000 -0.086300 -0.7 0.0 0.5
C -1.979500 -1.971300 -1.910400 -0.3 -0.7 -0.5
C -4.079400 -0.346200 -2.749300 0.1 -0.1 0.1
H -0.095900 -0.455900 -4.850300 0.0 0.0 0.2
C -1.689300 -0.683000 -2.379200 -1.0 -0.1 -1.2
H 1.073100 -1.920500 -1.361700 -0.1 0.1 -0.3
C 2.403900 0.000000 3.679500 -0.1 0.0 -0.7
C -3.295100 -2.446500 -1.876700 0.3 0.3 -0.2
H -3.497800 -3.450500 -1.512800 0.1 0.1 0.0
H -5.365800 -2.004200 -2.268900 0.1 0.0 0.0
H 1.198200 0.683300 -4.446300 -0.1 0.0 0.1
H 0.820500 -2.226400 -3.093400 -0.1 0.0 0.0
C 3.800000 0.000000 3.780900 0.2 0.0 0.2
Cl 6.326300 0.000000 2.747600 -0.6 0.0 -0.1
C 3.959000 0.000000 1.350500 0.6 0.0 0.3
O 1.946900 0.000000 0.058100 1.1 -0.1 -0.1
```
Positions in Å, forces in eV/Å.

The net charge is -1. As for the LUMO energy (alpha / beta): 2.46 / 2.45 eV. The frontier orbital gap (alpha / beta) is 0.1674 / 0.2642 Ha. Its multiplicity is 3. The expectation value of S² is 2.017.

Repeat the third record exactly.
The following is a quantum chemistry calculation of C14H12F5IN2O3TeYb as an isolated structure in a non-equilibrium geometry, from the OMol25 dataset.

Structure (XYZ):
```
39
Properties=species:S:1:pos:R:3:forces:R:3
H 1.399967 4.566796 -1.723860 -0.6 0.1 -0.7
C -0.466953 -1.112225 -3.096291 -0.2 -1.3 -0.1
C 0.341580 0.628161 -1.537491 0.1 -0.5 0.1
H -0.179529 -2.706227 0.134707 -0.6 -0.1 -0.6
C 0.769734 -0.434321 -0.655322 0.2 -0.7 -0.4
C 0.544861 -2.814547 0.904251 0.2 0.0 0.0
C -0.388177 1.273999 -3.709683 -0.3 -0.6 -0.3
N 0.988295 -0.398218 0.611678 0.1 0.0 0.8
C 2.040546 -1.756598 2.387264 0.2 0.0 0.1
C 0.184471 2.931340 -2.209132 -0.5 -0.7 -0.7
H -0.136069 4.681299 -1.118842 -1.0 0.5 0.7
H 0.957322 -1.402819 -1.112314 0.0 0.2 -0.2
C 0.405423 1.954959 -1.195625 -0.1 1.6 -0.1
H 0.430786 -1.685142 -3.342654 -0.1 -0.1 -0.1
C 2.261745 -2.973537 2.992822 0.0 -1.0 -0.3
H 0.182730 -4.940557 1.180398 0.1 0.3 -0.1
F -3.086499 0.109945 3.882564 0.5 1.1 -1.0
H -0.758410 1.009693 -4.699936 0.0 0.3 0.1
H -1.842717 -1.343648 -1.694038 0.0 -0.1 -0.1
Te -2.506417 1.230741 2.471267 -2.9 2.0 2.5
F -1.842877 2.600187 1.253191 -0.5 -1.1 0.7
C 1.699038 -4.168180 2.484401 0.1 1.4 0.9
F -0.977116 2.062424 3.499019 0.0 -0.5 -0.3
F -3.965110 0.810982 1.446574 0.2 0.1 -0.1
C -0.140971 0.288669 -2.817710 0.3 -0.2 0.7
H 0.031760 4.987173 -2.895110 0.2 -0.5 0.4
O 0.632407 2.369313 0.036625 0.8 -0.2 0.9
H -1.152737 -1.172968 -3.945875 0.1 -0.1 0.1
C 1.231865 -1.650760 1.274738 -0.6 -0.5 -0.4
O -1.010873 -1.772885 -1.931730 -0.3 0.1 -0.5
F -3.509222 2.602237 3.308827 1.0 -1.2 -0.9
N -0.196672 2.538219 -3.397126 0.0 1.3 -0.8
O -1.316112 0.066089 1.885122 1.6 -0.1 -0.6
Yb 0.525692 1.465373 1.846125 -0.6 -0.4 -0.4
I 2.947766 -0.027584 3.148223 0.0 0.2 0.1
H 2.868788 -3.057898 3.868216 0.4 0.1 0.3
C 0.332678 4.387859 -2.024922 1.8 0.2 0.7
H 1.948473 -5.081439 3.000353 -0.1 -0.2 -0.1
C 0.750534 -4.065907 1.491295 0.2 0.4 -0.3
```
Positions in Å, forces in eV/Å.

The net charge is +1. As for the LUMO energy (alpha / beta): -4.94 / -4.99 eV. The frontier orbital gap (alpha / beta) is 0.2482 / 0.2464 Ha. Its multiplicity is 2. The expectation value of S² is 0.751.